{
  "formula": "CH2FPS",
  "method": "wB97M-V/def2-TZVPD",
  "species": ["S", "P", "F", "C", "H", "H"],
  "coordinates": [[-0.9330, 0.3438, -1.5029], [-0.4453, -0.6799, 1.2899], [0.8047, 0.1674, 2.0265], [0.0808, 0.1864, -0.0548], [0.9423, 0.9382, 0.2199], [-0.4495, -0.9558, -1.9786]],
  "mulliken_charge": [-0.223, 0.245, -0.318, -0.155, 0.282, 0.170],
  "e_above_lowest_kcal_mol": 32.66,
  "smiles": "F/P=C/S",
  "homo_energy_ha": -0.3344,
  "charge": 0,
  "spin_multiplicity": 1,
  "orbital_gap_ha": 0.316,
  "lumo_energy_ev": -0.5049
}

{
  "formula": "C6H4O",
  "method": "wB97M-V/def2-TZVPD",
  "species": ["O", "C", "C", "C", "C", "C", "C", "H", "H", "H", "H"],
  "coordinates": [[-0.5470, -1.0124, -0.1189], [-1.7691, 0.6873, 0.2749], [1.6972, -0.2879, -0.0733], [0.3159, 0.0232, -0.1131], [2.8994, 0.0623, 0.2616], [-1.8659, -0.5791, 0.1259], [-0.3454, 1.0682, -0.2701], [-2.5163, -1.4835, -0.1133], [-0.0330, 2.1095, -0.2285], [4.0231, 0.1669, -0.0715], [-2.6897, 1.4628, 0.1293]],
  "mulliken_charge": [-0.332, -0.397, -0.489, 0.803, -0.345, -0.033, -0.386, 0.328, 0.336, 0.284, 0.231],
  "e_above_lowest_kcal_mol": 90.18,
  "smiles": "C#Cc1ccco1",
  "homo_energy_ha": -0.3364,
  "charge": 0,
  "spin_multiplicity": 1,
  "orbital_gap_ha": 0.351,
  "lumo_energy_ev": 0.3957
}

{
  "formula": "H5NS2",
  "method": "wB97M-V/def2-TZVPD",
  "species": ["S", "S", "N", "H", "H", "H", "H", "H"],
  "coordinates": [[1.4615, 1.0392, 1.8895], [0.0654, 1.9219, 0.6599], [-0.8563, -1.1931, -0.7876], [-1.6786, -1.5297, -0.4205], [-1.0591, -0.6309, -1.5985], [1.5925, -0.2303, 1.5157], [0.8602, 2.6342, -0.2081], [-0.3856, -2.0113, -1.0503]],
  "mulliken_charge": [-0.558, -0.562, -0.578, 0.184, 0.216, 0.027, 0.073, 0.198],
  "e_above_lowest_kcal_mol": 20.11,
  "homo_energy_ha": [0.0205, -0.1661],
  "charge": -1,
  "spin_multiplicity": 2,
  "orbital_gap_ha": [0.117, 0.307],
  "lumo_energy_ev": [3.7506, 3.8440]
}